No. 1
{"formula": "C6H16", "method": "ωB97M-V/def2-TZVPD", "species": ["C", "C", "C", "H", "H", "H", "H", "H", "H", "H", "H", "C", "C", "C", "H", "H", "H", "H", "H", "H", "H", "H"], "xyz": [[-0.20100, -0.82221, -1.83381], [-1.69794, -0.95601, -1.50296], [-2.16266, 0.39299, -0.90059], [0.39361, -0.35476, -1.04640], [-0.10439, -0.18193, -2.71224], [0.25907, -1.79068, -2.03424], [-2.26177, -1.12013, -2.41743], [-1.86959, -1.73637, -0.76393], [-1.63357, 1.19659, -1.40498], [-3.22685, 0.57659, -1.01559], [-1.97721, 0.33871, 0.16941], [2.00448, 1.38956, 0.77030], [0.87897, 0.69713, 1.51432], [1.09778, -0.74708, 1.94511], [1.99040, 2.46114, 0.96359], [1.79256, 1.26998, -0.29217], [2.98885, 0.99421, 1.00908], [0.43445, 1.19215, 2.38340], [-0.03601, 0.72907, 0.89501], [1.65851, -0.66392, 2.88361], [0.19314, -1.32000, 2.15708], [1.65855, -1.36389, 1.24627]], "gap_ev": 11.96, "e_tot_ev": -6481.0925}


No. 2
{"formula": "C3MgO6Rb", "method": "ωB97M-V/def2-TZVPD", "species": ["O", "C", "O", "C", "O", "O", "Rb", "C", "O", "O", "Mg"], "xyz": [[-0.84258, 0.08554, -1.79748], [-0.41497, 0.20714, -0.61309], [0.92439, 0.35748, -0.46223], [1.84527, -0.73520, 0.38673], [1.30206, -1.81676, 0.51143], [2.89892, -0.25129, 0.75450], [1.47142, 0.86238, -4.00005], [-1.25470, 0.26676, 0.55927], [-2.52831, 0.05264, 0.48458], [-0.77217, 0.55409, 1.72497], [-2.62934, 0.41721, 2.45136]], "spin_multiplicity": 2, "s_squared": 0.754, "gap_ev": [1.97, 4.76], "e_tot_ev": -21494.3703}


No. 3
{"formula": "C5H16N2O", "method": "ωB97M-V/def2-TZVPD", "species": ["C", "C", "N", "C", "C", "N", "C", "H", "H", "H", "H", "H", "H", "H", "H", "H", "H", "H", "H", "H", "H", "O", "H", "H"], "xyz": [[1.17308, 2.45183, -0.72100], [0.65228, 1.16505, -1.37085], [-0.59435, 0.68821, -0.60731], [-0.14271, 0.32077, 0.76129], [-1.03387, -1.03004, 1.21471], [-0.33346, -1.55369, 2.35760], [0.62151, -2.55426, 1.86014], [1.50343, 3.18017, -1.47008], [0.42691, 2.81194, -0.03889], [2.14678, 2.12929, -0.15103], [0.49275, 1.33509, -2.49229], [1.35100, 0.31861, -1.36567], [-1.39086, 1.21140, -0.62689], [0.97156, -0.03589, 0.99793], [-0.23517, 1.08355, 1.42935], [-0.76479, -1.65408, 0.39362], [-2.11841, -0.70201, 1.40733], [-1.16875, -2.06236, 2.99206], [1.38626, -2.11418, 1.25711], [0.04780, -3.27667, 1.29234], [1.07737, -2.99364, 2.84602], [-1.51511, 0.68148, -3.20089], [-1.31415, -0.08148, -2.73363], [-1.23910, 0.68089, -4.03097]], "gap_ev": 9.33, "e_tot_ev": -10468.8558}


No. 4
{"formula": "C21H56F12N11O22PS6", "method": "ωB97M-V/def2-TZVPD", "species": ["C", "C", "O", "N", "H", "H", "C", "H", "H", "H", "H", "H", "H", "C", "C", "O", "N", "H", "H", "C", "H", "H", "H", "H", "H", "H", "C", "C", "O", "N", "H", "H", "C", "H", "H", "H", "H", "H", "H", "C", "C", "O", "N", "H", "H", "C", "H", "H", "H", "H", "H", "H", "C", "C", "O", "N", "H", "H", "C", "H", "H", "H", "H", "H", "H", "C", "C", "O", "N", "H", "H", "C", "H", "H", "H", "H", "H", "H", "C", "C", "O", "N", "H", "H", "C", "H", "H", "H", "H", "H", "H", "P", "F", "F", "F", "F", "F", "F", "N", "S", "O", "O", "F", "S", "O", "O", "F", "N", "S", "O", "O", "F", "S", "O", "O", "F", "N", "S", "O", "O", "F", "S", "O", "O", "F", "N", "O", "O", "O"], "xyz": [[12.57563, -12.01720, 2.37484], [11.27130, -12.57369, 1.95656], [10.24736, -12.00874, 2.06362], [11.27762, -13.95330, 1.33045], [11.67683, -13.95628, 0.38721], [11.85168, -14.58462, 1.89721], [9.89675, -14.60172, 1.15168], [13.25978, -12.65146, 2.94420], [12.52865, -11.00419, 2.75469], [13.21343, -11.91491, 1.47661], [9.34430, -14.00546, 0.43529], [9.46193, -14.73664, 2.13153], [10.19572, -15.52547, 0.65857], [4.08009, -13.53121, -4.67927], [5.14142, -12.49438, -4.50735], [4.98864, -11.53953, -3.82243], [6.42430, -12.62191, -5.27292], [7.11360, -13.31584, -4.93806], [6.19497, -12.98192, -6.22553], [7.23725, -11.32646, -5.25230], [4.52037, -14.52198, -4.54571], [3.64997, -13.48227, -5.68382], [3.31196, -13.40350, -3.92740], [7.51919, -11.23969, -4.21185], [6.68541, -10.49394, -5.66743], [8.03381, -11.60476, -5.93978], [8.66895, -16.85508, -8.38708], [9.35467, -15.95278, -7.41875], [10.34931, -16.15478, -6.81084], [8.70224, -14.61198, -7.19450], [7.70272, -14.57845, -7.46720], [8.74145, -14.54785, -6.13310], [9.52304, -13.50228, -7.82132], [8.08064, -16.22922, -9.06805], [7.99954, -17.58705, -7.93856], [9.43125, -17.30138, -9.02394], [10.33148, -13.26059, -7.14309], [8.81003, -12.71027, -8.03222], [9.93825, -13.83974, -8.76819], [16.19705, -13.32037, -2.98518], [15.24929, -13.21627, -4.14081], [15.17586, -12.29623, -4.85476], [14.53333, -14.51113, -4.48385], [15.26154, -15.20703, -4.71200], [14.14704, -15.04763, -3.69382], [13.45779, -14.35584, -5.51266], [15.74653, -12.92426, -2.06896], [17.01336, -12.61967, -3.15241], [16.57596, -14.32440, -2.80166], [13.93460, -14.30247, -6.48981], [12.84171, -13.49676, -5.28451], [12.91611, -15.29666, -5.59797], [13.99822, -9.52372, -2.68314], [12.74309, -10.15828, -2.20392], [12.65423, -11.06834, -1.44192], [11.48644, -9.44724, -2.64032], [11.50570, -8.46534, -2.35099], [11.61709, -9.48408, -3.68424], [10.22775, -10.02861, -2.04536], [14.05801, -9.51227, -3.77562], [14.86957, -10.05960, -2.31728], [14.06309, -8.50400, -2.29582], [10.41616, -11.09180, -2.16668], [9.33973, -9.62929, -2.51126], [10.32273, -9.87631, -0.97379], [10.80334, -19.96342, 0.38136], [10.87697, -20.19148, -1.09800], [11.58631, -20.97064, -1.60499], [10.33742, -19.07391, -1.95384], [9.51638, -19.49091, -2.45513], [10.09766, -18.27159, -1.36296], [11.36791, -18.61734, -2.95670], [11.59742, -20.53381, 0.85683], [9.83085, -20.21566, 0.79512], [11.08421, -18.92359, 0.56646], [12.28341, -18.41637, -2.41549], [10.89321, -17.74431, -3.40310], [11.38672, -19.36048, -3.74683], [5.42860, -15.00476, 0.56234], [4.50518, -15.67344, -0.40761], [3.96546, -15.09714, -1.27462], [4.50494, -17.19551, -0.37847], [5.44519, -17.37076, 0.06850], [3.72840, -17.36635, 0.26468], [4.49346, -17.84717, -1.71621], [6.35512, -14.72261, 0.07604], [5.66582, -15.55530, 1.47505], [4.86678, -14.15332, 0.95295], [4.08836, -18.84346, -1.59168], [5.52312, -17.90141, -2.04997], [3.91514, -17.29172, -2.44757], [11.98297, -9.96855, -6.24137], [10.56818, -10.71344, -6.57152], [12.26194, -11.06179, -5.05871], [12.71909, -10.89185, -7.31796], [13.33995, -9.16665, -5.95068], [11.61901, -8.90354, -7.39010], [11.19840, -8.98044, -5.17678], [8.41065, -20.65279, -3.07150], [7.18469, -21.34806, -2.17076], [7.34197, -22.74881, -2.12062], [5.87430, -20.80825, -2.14614], [7.75217, -20.81770, -0.76724], [7.56824, -20.06865, -4.25760], [6.79600, -18.91017, -3.94131], [7.04085, -21.02629, -5.16726], [8.79983, -19.46372, -5.11038], [8.49334, -14.36448, -4.39395], [9.83767, -14.01198, -3.48197], [10.97922, -14.83632, -3.70628], [9.68214, -13.50349, -2.15432], [10.22602, -12.71548, -4.28877], [7.98274, -15.58429, -3.49244], [7.05961, -15.33871, -2.45051], [8.89514, -16.66640, -3.38984], [7.00954, -16.13211, -4.63598], [6.18691, -13.79572, -7.78757], [6.28986, -13.30524, -9.39597], [5.08173, -13.00828, -10.05902], [7.38632, -13.83802, -10.12114], [6.73273, -11.81037, -8.99834], [5.30437, -15.09034, -8.05810], [5.87468, -16.12359, -8.83972], [3.94267, -14.83020, -8.31600], [5.26326, -15.65666, -6.56349], [8.08231, -17.62466, 0.50568], [8.41151, -17.56314, -0.70799], [8.95485, -17.63004, 1.37864], [6.88189, -17.84716, 0.81601]], "total_charge": 2, "gap_ev": 6.92, "e_tot_ev": -191013.6805}


No. 5
{"formula": "C2H5NOS2", "method": "ωB97M-V/def2-TZVPD", "species": ["C", "S", "C", "O", "N", "S", "H", "H", "H", "H", "H"], "xyz": [[-1.50943, -1.62391, 0.21420], [-0.89631, -0.07192, -0.40826], [0.72530, 0.11108, 0.34509], [1.15927, -0.63363, 1.22555], [1.45902, 1.19289, -0.12434], [1.35858, 2.14477, -1.48450], [-2.34891, -1.72801, -0.42637], [-0.74197, -2.39623, 0.03339], [-1.83576, -1.52486, 1.21934], [2.20003, 1.51749, 0.51907], [0.43017, 3.01232, -1.11317]], "gap_ev": 10.06, "e_tot_ev": -27362.8697}


The records above give, respectively, ΔE to the lowest compared entry with this formula, charge and spin values of 0.565, 2.398, 3.666, 0.000, 0.187 eV.